Here is C23H31N3O2 in the gas phase from the OMol25 dataset. Energies are from ωB97M-V/def2-TZVPD.

```
59
Properties=species:S:1:pos:R:3:forces:R:3
C 1.3601 0.1608 1.4649 0.2 0.2 -0.2
C 2.5421 0.5193 0.5699 -0.1 -0.1 0.2
N 2.9319 -0.5843 -0.2911 0.2 0.1 0.2
C 4.2740 -0.4179 -0.8246 0.1 -0.1 0.0
C 4.8375 -1.7098 -1.4082 -0.1 0.3 0.0
C 1.9358 -0.9520 -1.2822 0.0 0.0 -0.2
C 1.5889 0.1125 -2.3501 -0.1 -0.1 0.3
C 0.2104 0.7356 -2.1378 0.4 0.1 -0.4
C -0.1054 1.7945 -3.1930 -0.2 -0.1 0.2
C -1.5570 2.2915 -3.1327 0.2 0.2 -0.1
C -1.8488 2.9674 -1.8051 -0.1 -0.2 -0.3
O -1.6764 4.1507 -1.6137 0.1 0.3 0.0
N -2.2981 2.0844 -0.8654 -0.1 -0.5 -0.1
C -2.6161 2.3021 0.4641 0.0 0.0 0.3
C -2.8512 3.5828 0.9659 0.0 0.2 -0.1
C -3.2270 3.7635 2.2804 0.0 -0.2 0.0
C -3.3875 2.6715 3.1206 0.0 0.0 0.2
C -3.1239 1.4021 2.6474 0.0 0.1 -0.1
C -2.7122 1.1919 1.3315 -0.1 0.3 0.0
C -2.3625 -0.1686 0.8427 0.1 0.0 0.1
O -2.4950 -0.5082 -0.3280 0.0 -0.1 0.0
N -1.8361 -0.9808 1.7973 -0.1 0.2 0.4
C -1.3031 -2.2684 1.6697 0.1 -0.4 -0.1
C -1.3337 -2.9952 0.4841 -0.1 0.1 -0.2
C -0.7663 -4.2559 0.4382 0.1 -0.1 0.1
C -0.1718 -4.8069 1.5596 0.0 -0.1 0.0
C -0.1451 -4.0863 2.7424 0.0 0.0 0.0
C -0.7047 -2.8255 2.7989 -0.1 0.1 -0.1
H 0.4389 0.0955 0.8940 -0.1 0.0 0.0
H 1.5405 -0.7976 1.9452 0.0 -0.1 0.1
H 1.2351 0.9263 2.2277 -0.1 0.1 0.1
H 2.3103 1.4378 0.0040 0.1 0.0 0.0
H 3.3985 0.7431 1.2126 0.0 0.1 -0.1
H 4.9108 -0.1173 0.0124 0.0 0.1 -0.1
H 4.3350 0.3812 -1.5844 0.0 0.0 0.1
H 4.6577 -2.5327 -0.7218 0.0 -0.1 0.1
H 4.3883 -1.9465 -2.3688 0.0 -0.1 -0.1
H 5.9094 -1.6023 -1.5553 0.1 0.0 -0.1
H 1.0284 -1.2346 -0.7445 -0.1 -0.1 -0.1
H 2.3006 -1.8556 -1.7713 -0.1 0.0 0.0
H 2.3433 0.9021 -2.3387 0.1 0.0 -0.1
H 1.6190 -0.3445 -3.3415 0.0 0.0 -0.1
H 0.1716 1.1927 -1.1477 -0.1 -0.1 0.1
H -0.5420 -0.0565 -2.1743 -0.1 0.0 0.1
H 0.5654 2.6471 -3.0660 0.0 0.0 -0.1
H 0.0721 1.3758 -4.1867 0.0 0.0 0.0
H -1.7099 3.0284 -3.9226 -0.1 0.0 0.1
H -2.2399 1.4549 -3.2881 0.0 0.0 0.0
H -2.3436 1.0982 -1.1251 0.0 0.3 0.0
H -2.7415 4.4252 0.3038 0.0 0.0 0.0
H -3.4154 4.7605 2.6488 0.0 0.1 0.0
H -3.7152 2.8098 4.1396 0.0 0.0 0.1
H -3.2799 0.5581 3.3054 0.0 -0.1 0.0
H -1.7116 -0.5747 2.7144 0.0 0.0 -0.3
H -1.7968 -2.5737 -0.3915 0.0 0.0 0.0
H -0.7919 -4.8114 -0.4872 0.0 0.0 -0.1
H 0.2676 -5.7917 1.5151 0.0 -0.1 0.0
H 0.3149 -4.5064 3.6244 0.0 0.0 0.1
H -0.6784 -2.2622 3.7221 0.0 0.1 0.1
```
Forces are in eV/Å.

The LUMO energy is 0.3 eV. As for the total charge: 0. As for the SMILES: CCN(CC)CCCCCC(=O)Nc1ccccc1C(=O)Nc1ccccc1. As for the maximum force: 0.56 eV/A. Its frontier orbital gap is 8.519 eV. Its energy relative to the best compared isomer or geometry (same formula, charge and spin) is 8.0 kcal per mole.

Here are the Löwdin charges for atoms 1 to 5, given in e: -0.0771 -0.2529 -0.1930 -0.2663 -0.0905